Entry 1:
This record from the OMol25 dataset describes a cluster of 2 separate species, C2H6ClPS in total at a distorted geometry. The level of theory is the ωB97M-V functional and the def2-TZVPD basis.

Results
2S+1 ... 1
E_LUMO (spin up / spin down) ... -0.9 / 0.1 eV
Energy ... -1279.410709 hartree
Gap between HOMO and LUMO (spin up / spin down) ... 6.4 / 7.9 eV
Energy relative to the best compared isomer or geometry (same formula, charge and spin) ... 82.51 kcal per mole

Last columns: bonded neighbours and bond lengths (Å).
Geometry (Å):
1 C -0.487 1.112 0.901  S4 1.881, H6 1.068, H7 1.064, H8 1.066
2 C -0.437 0.666 -1.757  S4 1.725, H9 1.192, H10 1.081
3 P 1.358 -1.816 1.415  Cl5 1.980, H11 1.433
4 S 0.618 0.364 -0.426  C1 1.881, C2 1.725
5 Cl 2.316 -2.895 0.059  P3 1.980
6 H -1.481 1.054 0.514  C1 1.068
7 H -0.100 2.067 1.165  C1 1.064
8 H -0.299 0.333 1.602  C1 1.066
9 H -1.416 1.347 -1.753  C2 1.192
10 H -0.183 -0.017 -2.555  C2 1.081
11 H 0.111 -2.215 0.834  P3 1.433

Entry 2:
This record from the OMol25 dataset describes a cluster of 2 separate species, C2H6FN in total at a distorted geometry. The level of theory is the ωB97M-V functional and the def2-TZVPD basis.

Results
2S+1 ... 1
E_LUMO (spin up / spin down) ... 0.2 / 0.0 eV
Energy ... -234.250008 hartree
Gap between HOMO and LUMO (spin up / spin down) ... 8.4 / 8.0 eV
Energy relative to the best compared isomer or geometry (same formula, charge and spin) ... 101.24 kcal per mole

Last columns: bonded neighbours and bond lengths (Å).
Geometry (Å):
1 C 1.422 -0.509 -0.130  H5 1.119, H6 1.116, H7 1.087
2 C -1.228 -0.278 0.556  N3 1.384, F4 1.383, H8 1.207
3 N -1.314 0.779 -0.334  C2 1.384, H9 1.003, H10 0.998
4 F -1.621 -1.426 -0.108  C2 1.383
5 H 1.999 -1.120 0.610  C1 1.119
6 H 1.423 0.598 -0.270  C1 1.116
7 H 0.920 -0.946 -0.989  C1 1.087
8 H -0.026 -0.368 0.608  C2 1.207
9 H -1.028 1.650 0.073  N3 1.003
10 H -2.232 0.743 -0.725  N3 0.998

Entry 3:
This record from the OMol25 dataset describes a cluster of 2 separate species, C2H6FNO2 in total at a distorted geometry. The level of theory is the ωB97M-V functional and the def2-TZVPD basis.

Results
2S+1 ... 1
E_LUMO (spin up / spin down) ... 0.8 / -0.4 eV
Energy ... -384.647632 hartree
Gap between HOMO and LUMO (spin up / spin down) ... 10.4 / 6.9 eV
Energy relative to the best compared isomer or geometry (same formula, charge and spin) ... 98.75 kcal per mole

Last columns: bonded neighbours and bond lengths (Å).
Geometry (Å):
1 C 2.269 -0.033 0.062  O5 1.417, H7 0.995, H8 1.041, H9 1.117
2 C -2.128 -0.437 -0.625  O4 1.354, H10 1.090, H11 1.029
3 N 0.109 0.893 -0.407  O5 1.340, F6 1.470
4 O -2.652 -0.015 0.550  C2 1.354, H12 0.957
5 O 0.892 -0.181 -0.241  C1 1.417, N3 1.340
6 F -0.379 1.152 0.956  N3 1.470
7 H 2.788 -0.048 -0.786  C1 0.995
8 H 2.659 -0.827 0.610  C1 1.041
9 H 2.356 0.859 0.729  C1 1.117
10 H -1.338 -1.179 -0.736  C2 1.090
11 H -2.433 0.175 -1.394  C2 1.029
12 H -2.142 -0.360 1.282  O4 0.957

Entry 4:
This record from the OMol25 dataset describes the molecule C2H6FO2P at a distorted geometry. The level of theory is the ωB97M-V functional and the def2-TZVPD basis.

Results
SMILES ... COCP(O)F
2S+1 ... 1
E_LUMO ... 0.6 eV
Energy ... -671.477206 hartree
Gap between HOMO and LUMO ... 10.4 eV
Energy relative to the best compared isomer or geometry (same formula, charge and spin) ... 61.81 kcal per mole

Last columns: bonded neighbours and bond lengths (Å).
Geometry (Å):
1 C 0.243 -0.691 -1.474  O2 1.390, H7 1.195, H8 1.091, H9 1.109
2 O 0.754 -0.974 -0.213  C1 1.390, C3 1.467
3 C 0.180 -0.177 0.875  O2 1.467, P4 1.799, H10 1.060, H11 1.064
4 P -0.549 -1.257 2.115  C3 1.799, O5 1.903, F6 1.587
5 O -1.310 0.153 3.140  P4 1.903, H12 0.991
6 F -1.902 -1.529 1.331  P4 1.587
7 H -0.914 -0.947 -1.630  C1 1.195
8 H 0.716 -1.183 -2.326  C1 1.091
9 H 0.262 0.412 -1.588  C1 1.109
10 H -0.505 0.359 0.268  C3 1.060
11 H 1.013 0.365 1.256  C3 1.064
12 H -1.097 0.123 4.108  O5 0.991

Entry 5:
This record from the OMol25 dataset describes a cluster of 2 separate species, C2H6I2NP in total at a distorted geometry. The level of theory is the ωB97M-V functional and the def2-TZVPD basis.

Results
2S+1 ... 3
Expectation value of S² ... 2.03
E_LUMO (spin up / spin down) ... 0.2 / -3.1 eV
Energy ... -1071.168387 hartree
Gap between HOMO and LUMO (spin up / spin down) ... 6.5 / 6.5 eV
Energy relative to the best compared isomer or geometry (same formula, charge and spin) ... 29.61 kcal per mole

Last columns: bonded neighbours and bond lengths (Å).
Geometry (Å):
1 C -0.505 -0.573 -0.746  C2 1.582, H7 1.165, H8 1.094, H9 1.086
2 C -0.482 -0.537 0.836  C1 1.582, N3 1.368, H10 1.123, H11 1.130
3 N -1.045 0.589 1.371  C2 1.368, P4 1.492
4 P -2.099 1.645 1.350  N3 1.492, I5 2.542
5 I -3.746 0.883 -0.429  P4 2.542
6 I 4.713 1.402 -0.127  H12 1.692
7 H -0.561 0.462 -1.277  C1 1.165
8 H 0.497 -0.905 -1.035  C1 1.094
9 H -1.316 -1.216 -1.075  C1 1.086
10 H -1.308 -1.262 1.066  C2 1.123
11 H 0.465 -0.867 1.356  C2 1.130
12 H 5.388 0.378 -1.291  I6 1.692

Entry 6:
This record from the OMol25 dataset describes a cluster of 2 separate species, C2H6I3NSi in total at a distorted geometry. The level of theory is the ωB97M-V functional and the def2-TZVPD basis.

Results
2S+1 ... 1
E_LUMO (spin up / spin down) ... -1.6 / -1.6 eV
Energy ... -1317.146831 hartree
Gap between HOMO and LUMO (spin up / spin down) ... 7.1 / 7.0 eV
Energy relative to the best compared isomer or geometry (same formula, charge and spin) ... 63.08 kcal per mole

Last columns: bonded neighbours and bond lengths (Å).
Geometry (Å):
1 C 2.314 -0.515 -0.010  C2 1.591, H8 1.121, H9 1.069, H10 1.034
2 C 0.944 0.250 0.254  C1 1.591, N3 1.450, H11 1.079, H12 1.166
3 N -0.074 -0.265 -0.642  C2 1.450, H13 1.034
4 Si -2.488 0.192 0.089  I5 2.552, I6 2.474, I7 2.443
5 I -3.616 -0.987 -1.873  Si4 2.552
6 I -2.691 -1.104 2.187  Si4 2.474
7 I -3.334 2.469 0.348  Si4 2.443
8 H 2.490 -0.205 -1.074  C1 1.121
9 H 2.892 -0.069 0.771  C1 1.069
10 H 2.065 -1.519 -0.016  C1 1.034
11 H 0.528 -0.054 1.202  C2 1.079
12 H 1.018 1.412 0.199  C2 1.166
13 H -0.048 0.396 -1.437  N3 1.034

Entry 7:
This record from the OMol25 dataset describes a cluster of 2 separate species, C2H6IN in total at a distorted geometry. The level of theory is the ωB97M-V functional and the def2-TZVPD basis.

Results
SMILES ... C=NC.I
2S+1 ... 1
E_LUMO ... 0.6 eV
Energy ... -432.183017 hartree
Gap between HOMO and LUMO ... 10.2 eV
Energy relative to the best compared isomer or geometry (same formula, charge and spin) ... 8.44 kcal per mole

Last columns: bonded neighbours and bond lengths (Å).
Geometry (Å):
1 C -0.192 -0.350 1.045  N2 1.198, H4 1.147, H5 1.161
2 N -0.011 0.833 1.010  C1 1.198, C3 1.445
3 C 0.584 1.487 -0.133  N2 1.445, H6 1.075, H7 1.139, H8 1.134
4 H 0.068 -1.042 0.168  C1 1.147
5 H -0.618 -0.806 2.024  C1 1.161
6 H -0.205 2.021 -0.630  C3 1.075
7 H 1.496 1.997 0.322  C3 1.139
8 H 0.898 0.663 -0.846  C3 1.134
9 I -1.262 -2.974 -1.959  H10 1.576
10 H -0.756 -1.829 -1.001  I9 1.576

Entry 8:
This record from the OMol25 dataset describes the ion C2H6IN2O with charge +1 at a distorted geometry. The level of theory is the ωB97M-V functional and the def2-TZVPD basis.

Results
Net charge ... +1
2S+1 ... 3
Expectation value of S² ... 2.02
E_LUMO (spin up / spin down) ... -4.2 / -6.4 eV
Energy ... -561.763345 hartree
Gap between HOMO and LUMO (spin up / spin down) ... 5.0 / 5.5 eV
Energy relative to the best compared isomer or geometry (same formula, charge and spin) ... 69.57 kcal per mole

Last columns: bonded neighbours and bond lengths (Å).
Geometry (Å):
1 C 1.264 0.440 0.256  N3 1.324, O5 1.273, H7 1.082
2 C -1.205 0.777 -0.320  N4 1.481, O5 1.514, H8 1.121
3 N 2.283 -0.392 0.104  C1 1.324, I6 2.046, H9 1.026
4 N -2.124 -0.385 -0.307  C2 1.481, H10 1.084, H11 1.074, H12 1.047
5 O 0.116 0.058 -0.141  C1 1.273, C2 1.514
6 I 4.251 0.082 -0.193  N3 2.046
7 H 1.405 1.394 0.745  C1 1.082
8 H -1.178 1.527 0.512  C2 1.121
9 H 2.018 -1.370 -0.054  N3 1.026
10 H -1.907 -0.901 0.621  N4 1.084
11 H -1.801 -1.157 -0.979  N4 1.074
12 H -3.122 -0.073 -0.245  N4 1.047